Record 1
Here is the molecule C5H11NO from OMol25. Energies are from wB97M-V/def2-TZVPD.

HOMO-LUMO gap (eV): 10.4
Highest occupied orbital energy (Eh): -0.3499
Energy relative to the best compared isomer or geometry (same formula, charge and spin) (kcal per mole): 30.77
SMILES string: CC(C)[C@H](N)C=O
2S+1: 1
Charge: 0
LUMO level (eV): 0.8510

XYZ file:
```
18
C5H11NO wB97M-V/def2-TZVPD
C -1.61417 0.70034 -0.52907
C -0.33697 0.52391 0.28516
C -0.47729 -0.31133 1.51097
C 0.82937 0.06664 -0.63532
N 0.65005 -1.23937 -1.33665
C 2.11478 0.05809 0.13541
O 2.77813 1.02275 0.40711
H -1.96392 -0.26222 -0.90822
H -2.34192 1.16578 0.14689
H -1.53575 1.40163 -1.36062
H 0.07934 1.51357 0.53505
H -0.66492 -1.37072 1.25958
H -1.30366 0.02076 2.14590
H 0.36008 -0.36890 2.21143
H 1.01402 0.77886 -1.45113
H 0.07478 -0.98945 -2.13645
H -0.05828 -1.78126 -0.84263
H 2.39633 -0.92909 0.56261
```

Record 2
Here is the molecule C5H11NO from OMol25. Energies are from wB97M-V/def2-TZVPD.

HOMO-LUMO gap (eV): 10.5
Highest occupied orbital energy (Eh): -0.3520
Energy relative to the best compared isomer or geometry (same formula, charge and spin) (kcal per mole): 3.23
SMILES string: CNC(=O)C(C)C
2S+1: 1
Charge: 0
LUMO level (eV): 0.9207

XYZ file:
```
18
C5H11NO wB97M-V/def2-TZVPD
C 2.85687 0.48551 -0.15853
N 1.49268 0.27306 -0.60344
C 0.47115 0.02889 0.28227
O 0.65988 -0.04119 1.48742
C -0.95055 -0.08418 -0.28494
C -1.49353 -1.49638 -0.04336
C -1.83680 0.95243 0.42064
H 3.29844 1.32372 -0.71041
H 3.49246 -0.39853 -0.29991
H 2.82337 0.72012 0.90639
H 1.37872 0.00373 -1.56788
H -0.94956 0.12717 -1.36278
H -1.46239 -1.72246 1.02741
H -0.90160 -2.25255 -0.56990
H -2.53193 -1.57903 -0.38615
H -2.87574 0.87209 0.07944
H -1.81017 0.78357 1.50166
H -1.49702 1.97610 0.23044
```

Record 3
Here is the molecule C5H11NO from OMol25. Energies are from wB97M-V/def2-TZVPD.

HOMO-LUMO gap (eV): 9.5
Highest occupied orbital energy (Eh): -0.3105
Energy relative to the best compared isomer or geometry (same formula, charge and spin) (kcal per mole): 54.41
2S+1: 1
Charge: 0
LUMO level (eV): 1.0536

XYZ file:
```
18
C5H11NO wB97M-V/def2-TZVPD
C 2.25322 0.92628 0.34926
C 1.46613 -0.33019 0.71390
C 0.10689 -0.03134 1.35256
N -0.73986 0.85405 0.55155
C -1.53603 0.59761 -0.49009
O -1.50054 -0.71848 -0.76493
C -2.31785 -1.06160 -1.87992
H 3.23678 0.67144 -0.05867
H 1.72103 1.51374 -0.40663
H 2.41321 1.56731 1.22581
H 1.30832 -0.94572 -0.17890
H 2.04390 -0.93795 1.42310
H -0.43744 -0.96134 1.53902
H 0.25584 0.46714 2.31828
H -0.71000 1.83343 0.78585
H -1.71634 -1.63150 -2.59377
H -2.68451 -0.14199 -2.34207
H -3.16275 -1.67087 -1.54432
```

Record 4
Here is the molecule C5H11NO from OMol25. Energies are from wB97M-V/def2-TZVPD.

HOMO-LUMO gap (eV): 9.9
Highest occupied orbital energy (Eh): -0.3343
Energy relative to the best compared isomer or geometry (same formula, charge and spin) (kcal per mole): 19.88
SMILES string: CCN(C)C(C)=O
2S+1: 1
Charge: 0
LUMO level (eV): 0.8166

XYZ file:
```
18
C5H11NO wB97M-V/def2-TZVPD
C 1.05750 1.86842 0.27126
C 0.75728 0.50478 -0.30828
N -0.40704 -0.20457 0.25998
C -0.88841 0.23381 1.54205
C -0.82058 -1.41963 -0.20660
C -0.33722 -1.76097 -1.61931
O -1.50764 -2.17106 0.45637
H 1.18520 1.87860 1.34128
H 0.39214 2.69506 -0.01556
H 2.04553 2.18397 -0.09698
H 0.67489 0.52687 -1.40584
H 1.70666 -0.04888 -0.19463
H -0.09458 0.39086 2.27372
H -1.46976 1.15479 1.49175
H -1.48194 -0.51737 2.04470
H 0.73850 -1.73230 -1.73476
H -0.80118 -0.89116 -2.10970
H -0.74934 -2.69121 -1.98945
```

Record 5
Here is a cluster of 3 separate species, C5H11NO in total from OMol25. Energies are from wB97M-V/def2-TZVPD.

HOMO-LUMO gap (eV): 10.4
Highest occupied orbital energy (Eh): -0.3675
Energy relative to the best compared isomer or geometry (same formula, charge and spin) (kcal per mole): 75.32
SMILES string: C/C=N/C=O.[H][H].C=C
2S+1: 1
Charge: 0
LUMO level (eV): 0.3847

XYZ file:
```
18
C5H11NO wB97M-V/def2-TZVPD
C 0.55416 1.32951 1.62272
C 1.13299 0.64623 0.42357
N 1.53637 -0.56175 0.46871
C 2.05886 -1.07472 -0.73571
O 2.75458 -0.46603 -1.51294
H -0.01253 2.22020 1.33817
H -0.09649 0.64105 2.17011
H 1.36043 1.63857 2.29813
H 1.20099 1.21523 -0.51214
H 1.78203 -2.13153 -0.89275
H -0.83666 -2.47806 0.50902
H -0.25773 -2.06043 0.72650
C -2.12946 -0.41750 -0.87552
C -1.59829 0.78016 -1.09422
H -1.99968 -1.23822 -1.57720
H -2.71008 -0.63464 0.01797
H -1.01138 0.99288 -1.98513
H -1.72810 1.59905 -0.38929
```

Record 6
Here is the molecule C5H11NO from OMol25. Energies are from wB97M-V/def2-TZVPD.

HOMO-LUMO gap (eV): 10.6
Highest occupied orbital energy (Eh): -0.3562
Energy relative to the best compared isomer or geometry (same formula, charge and spin) (kcal per mole): 1.77
SMILES string: CC(C)CC(N)=O
2S+1: 1
Charge: 0
LUMO level (eV): 0.9091

XYZ file:
```
18
C5H11NO wB97M-V/def2-TZVPD
C -1.13910 0.66940 -1.24862
C -0.91822 -0.59500 -0.40626
C -1.29024 -1.86170 -1.18726
C 0.52484 -0.71950 0.11635
C 1.03569 0.54471 0.75694
N 0.35787 1.00240 1.84976
O 2.00060 1.14684 0.32457
H -0.93912 0.49541 -2.30480
H -2.16742 1.03520 -1.16344
H -0.49435 1.51147 -0.99342
H -1.56776 -0.50546 0.46526
H -2.34115 -2.09758 -1.04475
H -0.70474 -2.70787 -0.83602
H -1.14567 -1.70453 -2.25793
H 0.56538 -1.56986 0.80025
H 1.19741 -0.97008 -0.70739
H 0.68537 1.89221 2.19703
H -0.57809 0.71091 2.09156
```

Record 7
Here is a cluster of 2 separate species, C5H11NO in total from OMol25. Energies are from wB97M-V/def2-TZVPD.

HOMO-LUMO gap (eV): 8.4
Highest occupied orbital energy (Eh): -0.2753
Energy relative to the best compared isomer or geometry (same formula, charge and spin) (kcal per mole): 53.50
SMILES string: C=C/C(C)=C/N.O
2S+1: 1
Charge: 0
LUMO level (eV): 0.8675

XYZ file:
```
18
C5H11NO wB97M-V/def2-TZVPD
C 1.10088 -1.60201 -2.26832
C 1.45380 -0.50540 -1.59329
C 0.74389 -0.10591 -0.34019
C 0.36049 1.32917 -0.05190
C 0.32899 -1.05941 0.52566
N 0.02414 -0.84346 1.87078
H 0.15684 -2.09764 -2.10181
H 1.62196 -1.73226 -3.21388
H 2.18658 0.24676 -1.87046
H -0.54023 1.40193 0.56635
H 1.08460 1.99562 0.41071
H 0.10521 1.84780 -0.99716
H 0.57466 -2.08655 0.26121
H 0.15431 0.05794 2.30592
H 0.40663 -1.54026 2.48046
O -2.98804 1.82673 1.44232
H -3.71694 1.94666 0.82654
H -3.05777 0.92026 1.74705
```

Record 8
Here is the molecule C5H11NO from OMol25. Energies are from wB97M-V/def2-TZVPD.

HOMO-LUMO gap (eV): 10.3
Highest occupied orbital energy (Eh): -0.3460
Energy relative to the best compared isomer or geometry (same formula, charge and spin) (kcal per mole): 11.56
SMILES string: CNC(=O)C(C)C
2S+1: 1
Charge: 0
LUMO level (eV): 0.8954

XYZ file:
```
18
C5H11NO wB97M-V/def2-TZVPD
C -0.58156 -2.10297 0.96480
N -0.16150 -1.52085 -0.29821
C -0.17526 -0.21619 -0.67568
O -0.20846 0.10407 -1.84143
C -0.05348 0.82117 0.44906
C 1.36346 0.66963 1.04889
C -0.24197 2.22927 -0.09624
H -0.18375 -3.11794 0.98167
H -1.66380 -2.23868 0.92410
H -0.26336 -1.61468 1.87667
H -0.38110 -2.06728 -1.12471
H -0.83357 0.62692 1.17334
H 2.03393 1.41534 0.61779
H 1.32650 0.94336 2.10757
H 1.85468 -0.29030 0.92871
H -0.20586 2.96761 0.70668
H -1.20980 2.38295 -0.58246
H 0.46429 2.48261 -0.88531
```

Record 9
Here is the molecule C5H11NO from OMol25. Energies are from wB97M-V/def2-TZVPD.

HOMO-LUMO gap (eV): 10.6
Highest occupied orbital energy (Eh): -0.3484
Energy relative to the best compared isomer or geometry (same formula, charge and spin) (kcal per mole): 46.04
SMILES string: C[C@H]1CN1CCO
2S+1: 1
Charge: 0
LUMO level (eV): 1.1231

XYZ file:
```
18
C5H11NO wB97M-V/def2-TZVPD
C -1.61763 -0.04138 -1.77492
C -1.13485 -0.37422 -0.38509
C -0.42719 -1.64895 -0.12769
N 0.29680 -0.38747 -0.09767
C 0.70624 0.03111 1.24458
C 1.52914 1.30784 1.15635
O 2.62750 1.12207 0.29636
H -1.86199 1.01963 -1.88674
H -2.52128 -0.62239 -1.99582
H -0.85603 -0.30248 -2.51595
H -1.76126 0.00148 0.42636
H -0.19177 -2.30407 -0.96459
H -0.58978 -2.15495 0.82344
H -0.15527 0.16197 1.92187
H 1.34299 -0.75995 1.65763
H 0.89400 2.14591 0.82494
H 1.92605 1.55993 2.14626
H 2.26256 0.66047 -0.47496
```

Record 10
Here is a cluster of 2 separate species, C5H11NO in total from OMol25. Energies are from wB97M-V/def2-TZVPD.

HOMO-LUMO gap (eV): 8.3
Highest occupied orbital energy (Eh): -0.2927
Energy relative to the best compared isomer or geometry (same formula, charge and spin) (kcal per mole): 78.10
SMILES string: C=CC(=C)NC.O
2S+1: 1
Charge: 0
LUMO level (eV): 0.3570

XYZ file:
```
18
C5H11NO wB97M-V/def2-TZVPD
C -2.37160 0.87014 0.69928
C -1.08198 0.44158 0.38257
C -0.01456 1.29553 -0.34792
C -0.14071 2.64215 -0.77266
N 1.15071 0.56422 -0.57956
C 1.91838 1.04164 -1.73329
H -2.71770 1.98429 0.66498
H -2.87854 0.20733 1.38374
H -0.61684 -0.49414 0.65203
H 0.80885 3.07630 -1.09516
H -1.08354 3.10639 -0.81331
H 1.05280 -0.46004 -0.62277
H 1.24295 1.56182 -2.48810
H 2.32131 0.11120 -2.27713
H 2.80698 1.68642 -1.45687
O 0.13993 -5.36752 2.02153
H -0.21537 -5.11209 2.90262
H 0.24749 -4.42311 1.66676
```